ORCA calculation (ωB97M-V/def2-TZVPD) on C36H31MnN3OS4 as an isolated structure.

Atoms and positions in Å:
1 Mn 0.009 0.294 0.038
2 S -3.030 -2.090 0.809
3 S -0.106 -2.182 4.313
4 S 1.252 -4.823 1.328
5 S 2.995 -1.747 -2.675
6 O -0.268 -1.271 0.665
7 N -0.735 1.443 -1.189
8 N 1.443 -0.207 -1.351
9 N -1.294 1.362 1.549
10 C 1.246 -5.735 -0.117
11 C 1.426 -1.802 4.966
12 C 3.834 0.607 -3.981
13 C -3.115 3.300 -2.898
14 C 0.223 -3.627 0.643
15 C 1.866 -1.958 2.707
16 C 2.385 -1.716 4.006
17 C -2.149 2.308 -3.135
18 C -3.690 -3.851 2.523
19 C 1.819 -1.454 -1.493
20 C 3.043 -0.048 -3.041
21 C 1.413 1.329 1.024
22 C -2.729 2.253 -5.461
23 C 2.147 0.643 -2.218
24 C -2.653 1.716 1.104
25 C 2.069 2.035 -2.304
26 C 0.922 2.255 1.938
27 C -1.955 1.782 -4.422
28 C -0.105 -3.939 -0.647
29 C 0.496 -5.147 -1.089
30 C -4.235 -3.019 1.601
31 C 3.707 1.975 -4.088
32 C -1.396 0.548 2.779
33 C 1.783 2.840 2.852
34 C 3.626 1.618 1.911
35 C 2.837 2.682 -3.248
36 C -0.532 2.592 1.863
37 C -3.876 3.758 -3.952
38 C -3.686 3.236 -5.228
39 C -1.770 -2.808 1.746
40 C -1.372 1.832 -2.067
41 C -0.315 -2.452 1.461
42 C 3.135 2.523 2.842
43 C -2.272 -3.743 2.598
44 C 0.527 -2.227 2.707
45 C 2.765 1.015 1.005
46 H 2.468 -1.931 1.808
47 H 1.533 -1.682 6.033
48 H 4.530 0.057 -4.600
49 H -4.274 -4.525 3.134
50 H -2.613 2.403 0.262
51 H 3.803 2.978 3.561
52 H 3.426 -1.512 4.214
53 H -0.401 0.317 3.152
54 H 3.179 0.311 0.296
55 H -0.777 -3.343 -1.253
56 H 4.302 2.513 -4.813
57 H -1.208 1.016 -4.587
58 H -3.253 3.697 -1.901
59 H -3.190 0.816 0.811
60 H -0.698 3.313 1.059
61 H -0.895 3.035 2.793
62 H 0.378 -5.557 -2.083
63 H -2.590 1.855 -6.457
64 H 2.776 3.759 -3.334
65 H -3.199 2.197 1.919
66 H 4.679 1.374 1.884
67 H -5.272 -2.899 1.329
68 H -1.933 -0.372 2.576
69 H 1.406 -2.273 -0.917
70 H 1.448 2.589 -1.615
71 H 1.802 -6.659 -0.170
72 H -1.941 1.109 3.543
73 H -4.620 4.525 -3.782
74 H 1.398 3.549 3.575
75 H -1.661 -4.361 3.240
76 H -4.290 3.599 -6.049

Output
- 2S+1: 4
- Frontier orbital gap (spin up / spin down): 5.72 / 6.07 eV
- ⟨S²⟩: 4.004
- Relative energy (zero: lowest compared OMol25 entry of this formula, charge and spin): 0.6082 eV
- LUMO (spin up / spin down): -7.3 / -6.9 eV
- Charge: +2
- HOMO energy (spin up / spin down): -13.0 / -13.0 eV



ORCA calculation (ωB97M-V/def2-TZVPD) on C36H31N10O3S2Tc as an isolated structure.

Atoms and positions in Å:
1 Tc -0.353 -0.181 -0.301
2 S -0.470 2.220 1.253
3 S -2.401 -1.147 -2.722
4 O -3.711 -0.596 -2.964
5 O 0.338 -1.764 -0.795
6 O -1.263 -0.522 -3.349
7 N -1.625 1.368 -1.410
8 N -1.345 -0.939 1.478
9 N 3.307 0.109 2.221
10 N 0.016 2.098 -2.972
11 N 1.467 -0.312 1.095
12 N 0.525 4.198 2.720
13 N -2.067 -1.238 -1.141
14 N -1.675 4.395 2.134
15 N 1.264 0.469 -1.682
16 N 8.700 3.487 4.586
17 C -3.310 -2.151 2.227
18 C -0.979 -0.791 2.734
19 C -3.441 -4.615 -4.472
20 C 2.940 -1.196 2.508
21 C -1.710 -1.311 3.808
22 C -1.267 2.141 -2.414
23 C -2.505 -1.607 1.201
24 C -2.177 3.019 -3.019
25 C -2.906 -1.753 -0.177
26 C -3.463 -3.297 -4.035
27 C -2.868 -1.989 3.556
28 C -4.099 -2.404 -0.435
29 C 1.804 -1.439 1.806
30 C 3.446 1.013 -3.313
31 C 5.311 0.198 3.604
32 C 2.249 1.639 -3.517
33 C -4.511 -2.822 1.910
34 C -0.540 3.689 2.083
35 C 4.440 0.816 2.716
36 C 6.410 0.886 4.088
37 C -2.407 -2.827 -3.272
38 C 3.554 0.092 -2.270
39 C -3.452 3.090 -2.519
40 C -1.324 -4.952 -3.370
41 C 2.373 0.591 1.368
42 C -2.376 -5.439 -4.139
43 C -1.333 -3.639 -2.930
44 C -3.815 2.289 -1.438
45 C 2.459 -0.157 -1.492
46 C 7.789 2.913 4.188
47 C 5.775 2.812 2.795
48 C 4.676 2.127 2.312
49 C -4.886 -2.934 0.602
50 C 1.161 1.359 -2.665
51 C 6.648 2.196 3.687
52 C -2.874 1.435 -0.924
53 H 3.501 -1.834 3.163
54 H -4.257 -4.996 -5.073
55 H -1.870 3.609 -3.872
56 H -1.755 5.270 2.624
57 H 0.298 3.037 -3.214
58 H -2.483 4.031 1.660
59 H 2.114 2.343 -4.326
60 H -3.462 -2.396 4.365
61 H -2.363 -6.466 -4.480
62 H -0.081 -0.223 2.919
63 H 7.086 0.403 4.779
64 H -4.283 -2.637 -4.285
65 H -4.438 -2.505 -1.455
66 H 2.502 -0.889 -0.708
67 H -0.526 -3.236 -2.328
68 H 5.149 -0.818 3.931
69 H -5.809 -3.437 0.346
70 H 1.383 3.680 2.709
71 H -4.174 3.757 -2.971
72 H 0.495 5.072 3.217
73 H -0.496 -5.599 -3.113
74 H 2.378 1.584 0.957
75 H -1.350 -1.155 4.815
76 H 4.021 2.628 1.615
77 H 4.477 -0.440 -2.083
78 H -5.117 -3.231 2.707
79 H 5.960 3.829 2.478
80 H -3.099 0.801 -0.079
81 H 1.220 -2.340 1.742
82 H -4.813 2.318 -1.027
83 H 4.288 1.217 -3.961

Output
- 2S+1: 4
- Frontier orbital gap (spin up / spin down): 7.05 / 6.87 eV
- ⟨S²⟩: 3.769
- Relative energy (zero: lowest compared OMol25 entry of this formula, charge and spin): 2.3324 eV
- LUMO (spin up / spin down): -2.6 / -2.8 eV
- Charge: +1
- HOMO energy (spin up / spin down): -9.6 / -9.7 eV



ORCA calculation (ωB97M-V/def2-TZVPD) on C36H32BN9OPSeV as an isolated structure.

Atoms and positions in Å:
1 Se 0.338 -0.952 3.184
2 V 0.583 -1.165 0.805
3 P -0.483 1.703 1.412
4 O -0.163 0.694 0.344
5 N -1.070 -2.631 -4.649
6 N 0.694 -3.841 -1.009
7 N 0.339 -3.155 -2.122
8 N 2.270 -1.152 0.232
9 N -1.778 -2.871 -3.527
10 N -2.008 -0.178 -2.181
11 N -1.365 -2.244 0.243
12 N -0.889 -0.930 -2.264
13 N -1.804 -2.818 -0.899
14 C -1.922 1.602 3.833
15 C -4.071 0.339 2.597
16 C -1.854 1.262 2.486
17 C -1.104 3.168 0.514
18 C 6.460 -1.173 0.511
19 C 1.348 -3.166 -3.025
20 C -3.095 -3.419 -5.222
21 C -0.303 3.642 -0.525
22 C 1.904 4.201 3.567
23 C -2.295 3.824 0.800
24 C 5.660 -1.081 1.652
25 C 4.281 -1.095 1.578
26 C -2.821 -3.650 -0.609
27 C 0.943 2.417 2.262
28 C -4.139 0.670 3.943
29 C -0.687 4.747 -1.264
30 C -2.111 -2.703 1.237
31 C 0.165 -0.190 -2.667
32 C 4.439 -1.301 -0.823
33 C -0.275 1.098 -2.856
34 C 5.816 -1.290 -0.722
35 C -3.004 -3.334 -3.849
36 C 3.153 3.604 3.454
37 C 1.929 -4.257 -1.217
38 C -3.064 1.306 4.557
39 C 3.300 2.430 2.726
40 C 2.399 -3.865 -2.483
41 C -3.064 -3.601 0.746
42 C 3.591 -1.191 0.326
43 C 2.197 1.825 2.141
44 C -1.879 5.400 -0.972
45 C 0.804 3.619 2.951
46 C -2.680 4.936 0.059
47 C -2.936 0.645 1.859
48 C -1.846 -2.963 -5.666
49 C -1.641 1.045 -2.529
50 B -1.040 -2.460 -2.194
51 H -1.479 -2.853 -6.675
52 H -0.164 4.105 3.010
53 H 4.269 1.959 2.614
54 H -0.060 5.098 -2.075
55 H 6.409 -1.374 -1.630
56 H -3.284 -4.267 -1.351
57 H 7.542 -1.165 0.582
58 H -3.614 5.435 0.288
59 H 1.787 5.125 4.121
60 H -1.887 -2.371 2.241
61 H -1.061 2.041 4.321
62 H 3.368 -4.034 -2.920
63 H 4.014 4.061 3.927
64 H -2.364 1.849 -2.511
65 H -4.896 -0.173 2.116
66 H 6.130 -1.004 2.629
67 H -2.182 6.264 -1.552
68 H -5.022 0.422 4.520
69 H -3.944 -3.744 -5.799
70 H -3.805 -4.155 1.297
71 H -3.758 -3.537 -3.118
72 H 1.230 -2.684 -3.980
73 H 2.446 -4.798 -0.440
74 H -3.105 1.543 5.614
75 H 1.150 -0.616 -2.738
76 H -2.871 0.377 0.807
77 H 3.955 -1.395 -1.789
78 H 0.314 1.953 -3.142
79 H 2.306 0.901 1.581
80 H -2.934 3.461 1.595
81 H 3.670 -1.044 2.474
82 H 0.616 3.117 -0.760

Output
- 2S+1: 3
- Frontier orbital gap (spin up / spin down): 4.15 / 5.14 eV
- ⟨S²⟩: 2.034
- Relative energy (zero: lowest compared OMol25 entry of this formula, charge and spin): 0.0000 eV
- LUMO (spin up / spin down): 4.2 / 4.2 eV
- Charge: -2
- HOMO energy (spin up / spin down): 0.1 / -0.9 eV



| no. | DFT total energy (hartree) |
| --- | --- |
| 1 | -4373.1342 |
| 2 | -3040.7395 |
| 3 | -5670.9304 |